# 1
C6H10 | ωB97M-V with the def2-TZVPD basis set

total energy = -234.46530 Ha
Kohn-Sham gap = 8.110 eV

Last column: natural (NBO) charge in e.
Geometry (Å):
C  -1.196  0.866  -0.698  -0.688
C  -0.202  0.385  0.329  0.243
C  -0.516  0.710  1.756  -0.662
C  0.677  -1.435  -1.184  -0.664
C  0.827  -0.469  -0.045  -0.208
C  1.935  -0.049  0.669  -0.209
H  -1.420  1.930  -0.557  0.232
H  -2.145  0.325  -0.578  0.237
H  -0.848  0.715  -1.723  0.225
H  0.086  0.081  2.410  0.252
H  -0.362  1.757  2.027  0.231
H  -1.585  0.488  1.901  0.210
H  -0.358  -1.794  -1.209  0.210
H  0.929  -1.031  -2.170  0.222
H  1.325  -2.292  -0.983  0.230
H  2.853  -0.186  0.056  0.138

=====

# 2
C2ClN5 | ωB97M-V with the def2-TZVPD basis set

total energy = -810.04058 Ha
Kohn-Sham gap = 10.475 eV

Last column: natural (NBO) charge in e.
Geometry (Å):
C  1.385  1.452  0.184  0.399
C  -2.220  -0.380  -0.438  0.185
N  1.317  2.591  0.276  -0.340
N  -1.295  -0.408  -1.110  -0.331
N  1.759  0.209  0.285  -0.368
N  1.278  -2.042  0.374  0.002
N  1.517  -0.962  0.191  0.306
Cl  -3.741  -0.460  0.237  0.147

=====

# 3
C9H10N4O | ωB97M-V with the def2-TZVPD basis set

total energy = -643.03191 Ha
Kohn-Sham gap = 9.258 eV

Last column: natural (NBO) charge in e.
Geometry (Å):
C  0.586  2.625  0.081  -0.670
C  -0.428  1.535  -0.019  0.260
C  -2.373  0.524  -0.021  0.453
C  -3.745  -1.067  -0.050  0.145
C  -0.365  -0.803  -0.113  0.567
C  1.324  -2.008  0.616  -0.094
C  2.090  -1.189  -0.389  -0.462
C  1.746  0.349  -0.219  -0.389
C  0.250  0.375  -0.188  -0.232
H  0.851  2.627  1.363  0.230
H  0.179  3.682  -0.061  0.243
H  1.469  2.798  -0.609  0.249
H  -4.466  -1.781  -0.040  0.196
H  1.257  -1.023  1.564  0.200
H  1.845  -3.164  0.813  0.255
H  1.699  -1.480  -1.327  0.214
H  3.184  -1.263  -0.589  0.217
H  2.215  0.633  0.654  0.207
H  2.266  0.990  -1.078  0.227
N  -1.710  1.684  0.074  -0.411
N  -3.700  0.350  -0.170  -0.460
N  -2.559  -1.684  -0.035  -0.286
N  -1.761  -0.692  -0.035  -0.182
O  0.146  -2.019  -0.221  -0.475

=====

In eV, the energy above the lowest of the compared OMol25 structures with the same formula, charge and spin values for the records above are, in order, 3.734, 0.697, 5.162.